32
Properties=species:S:1:pos:R:3 method="wB97M-V/def2-TZVPD" homo_energy_ha=-0.1482 e_above_lowest_ev=0.005 charge=-1
O -1.10992 1.03307 1.83949
C -0.18386 1.65388 1.36618
N -0.43143 2.26164 0.10940
C 0.21825 3.27784 -0.52036
O 1.25164 3.80544 -0.18662
C 1.13916 1.81001 2.04831
C 2.02595 0.61611 1.60410
S 1.25294 -0.32269 0.19729
H -1.21097 1.82679 -0.36255
H -0.32254 3.55994 -1.42504
H 1.63922 2.72597 1.74740
H 0.92652 1.80303 3.09679
H 2.95754 0.89081 1.13568
H 2.23321 -0.03709 2.43637
H 2.39419 -1.69509 -1.82156
H 1.20015 -2.48973 -1.51124
O 1.80385 -2.33235 -2.25094
H -0.03322 -0.69819 -3.05351
H -0.49860 0.58885 -2.40328
O -0.67179 0.02125 -3.16199
H 0.86160 -3.30207 1.56143
H 0.39446 -2.08728 2.38999
O 0.64007 -3.01732 2.45015
H -1.41263 -2.85332 -0.20647
H -1.08407 -4.19910 -1.01067
O -1.41870 -3.30440 -1.07345
H -2.11167 -0.41322 -2.37266
H -2.93856 -0.77321 -1.09970
O -2.99783 -0.39291 -1.98575
H -2.51818 -1.53628 1.56290
H -1.71594 -0.59031 0.57884
O -2.13719 -1.45738 0.68434


161
Properties=species:S:1:pos:R:3 method="wB97M-V/def2-TZVPD" homo_energy_ha=-0.2005 e_above_lowest_ev=30.154
C 0.80659 2.19737 -0.44707
C 0.51761 0.91260 0.32112
C -0.93573 0.35926 0.10048
O -1.00501 -0.90340 0.74840
C -2.35022 -1.42596 0.82508
N 1.57775 -0.03909 -0.06995
H 0.19280 3.02212 -0.08494
H 0.42238 2.16249 -1.46651
H 1.84037 2.54260 -0.46275
H 0.58637 1.05559 1.39951
H -1.15278 0.18038 -0.95261
H -1.66765 1.03974 0.53563
H -2.42332 -2.33919 1.41564
H -2.67707 -1.63951 -0.19260
H -3.04234 -0.69954 1.25097
H 1.50773 -0.95285 0.35458
H 2.51338 0.21019 0.21735
C -0.99895 -3.47240 0.70146
C 0.15681 -4.41450 0.93073
C 1.42214 -3.70826 1.28100
O 1.85131 -2.94829 0.18039
C 3.19340 -2.41772 0.39958
N -0.22457 -5.29456 1.97202
H -0.86915 -2.87873 -0.20343
H -1.17569 -2.78914 1.53213
H -1.91801 -4.01174 0.47222
H 0.32640 -5.00669 0.03149
H 2.17694 -4.47315 1.46349
H 1.33934 -3.10943 2.18800
H 3.18920 -1.76418 1.27192
H 3.54593 -1.86831 -0.47333
H 3.92618 -3.22151 0.47073
H 0.38039 -6.10334 1.97433
H -1.15922 -5.65835 1.85293
C 0.83313 -3.46137 4.49089
C 1.31298 -2.05176 4.91148
C 0.23617 -0.95303 4.88230
O -0.40320 -0.88121 3.62377
C 0.36641 -0.28687 2.59830
N 1.87606 -2.00508 6.22992
H -0.01977 -3.86295 5.03807
H 1.62006 -4.19593 4.66187
H 0.60619 -3.47772 3.42490
H 2.13414 -1.69777 4.28820
H 0.59323 0.01959 5.22087
H -0.54509 -1.11592 5.62474
H 1.26148 -0.79949 2.24594
H 0.76175 0.69637 2.85332
H -0.27232 -0.17731 1.72187
H 2.32184 -1.10246 6.31154
H 1.11793 -1.94475 6.89453
C -4.51645 -2.42991 -0.77062
C -5.40740 -2.04476 0.38291
C -5.83486 -0.55154 0.40064
O -4.84574 0.26611 0.85951
C -5.34217 1.59816 1.23838
N -6.56760 -2.98568 0.35801
H -5.02897 -2.09004 -1.67057
H -4.26652 -3.48993 -0.81540
H -3.57493 -1.89381 -0.65131
H -4.83211 -2.26580 1.28195
H -6.72287 -0.45890 1.02591
H -6.08736 -0.26337 -0.61980
H -4.48668 2.07296 1.71881
H -6.09577 1.47657 2.01645
H -5.66236 2.20338 0.39028
H -6.14007 -3.85822 0.63369
H -7.21179 -2.81845 1.11771
C 0.75801 -1.99524 -3.54021
C 0.98941 -1.51522 -2.04334
O 0.47779 -0.20471 -1.99847
H 1.30248 -1.37602 -4.25310
H -0.31485 -1.99580 -3.73272
H 1.19570 -2.97145 -3.74892
H 2.04245 -1.55183 -1.76431
H 0.49951 -2.17121 -1.32378
H 0.62619 0.06934 -1.09046
C -1.65928 -2.81512 3.38015
C -3.09771 -3.14790 3.04764
O -3.63794 -4.02906 4.05755
H -1.11374 -3.71526 3.09690
H -1.37210 -2.56306 4.40098
H -1.36070 -1.94259 2.79909
H -3.25463 -3.49757 2.02725
H -3.68909 -2.24467 3.19779
H -4.52256 -4.18863 3.72052
C -3.78518 0.37124 -1.20095
C -3.04402 1.16676 -2.23931
O -3.59326 2.42226 -2.57328
H -3.23804 -0.53218 -0.93156
H -4.75513 0.03125 -1.56385
H -3.92464 0.89149 -0.25332
H -2.97330 0.61057 -3.17406
H -1.98604 1.31979 -2.02632
H -3.93474 2.44318 -3.47025
C -2.18842 3.66409 1.13104
C -3.06773 3.08435 0.05357
O -2.27391 2.93016 -1.10164
H -1.80921 4.57573 0.66929
H -1.23682 3.13383 1.16824
H -2.69456 3.86748 2.07473
H -3.85060 3.81564 -0.14753
H -3.44746 2.16476 0.49884
H -2.84159 2.49100 -1.73920
C -2.58704 0.75698 2.40465
C -3.20545 0.27867 3.74570
O -2.19434 0.34120 4.73840
H -2.13646 1.73188 2.59076
H -3.31976 0.80645 1.59918
H -1.73601 0.13770 2.12123
H -3.55678 -0.74332 3.60357
H -4.01475 0.88488 4.15269
H -1.42516 -0.15033 4.44113
C 4.75002 -2.60219 3.12300
O 4.75367 -1.38843 2.41232
C 3.76935 -0.51101 2.82880
C 3.78321 0.77342 1.97705
N 3.36262 0.53099 0.60820
C 3.55490 1.71314 -0.20430
C 3.11713 1.42697 -1.67572
O 4.05997 0.55336 -2.27617
C 3.79954 0.40419 -3.68895
H 5.37883 -3.28155 2.54753
H 3.78370 -3.10309 3.06445
H 5.17018 -2.50872 4.12441
H 3.84392 -0.24716 3.88375
H 2.80740 -1.02192 2.78717
H 4.83126 1.06641 2.03909
H 3.19635 1.57457 2.42634
H 3.82446 -0.24127 0.14949
H 4.62094 1.93869 -0.17596
H 3.03274 2.54144 0.27463
H 3.11407 2.33998 -2.27113
H 2.10041 1.04263 -1.75735
H 4.23930 1.27231 -4.17997
H 2.74382 0.32461 -3.94821
H 4.32526 -0.47749 -4.05551
C 0.73054 1.09975 -3.13133
O 1.83248 1.48547 -3.92193
C 2.15574 2.86939 -3.91257
C 3.23375 3.12511 -4.99196
N 3.64474 4.54976 -4.96946
C 4.57912 4.85093 -5.99963
C 4.51719 6.39531 -6.19049
O 3.29578 6.77493 -6.80013
C 3.33027 6.47774 -8.27200
H 0.59184 0.02000 -3.07659
H -0.24295 1.42824 -3.49534
H 0.88009 1.43611 -2.10536
H 2.60693 3.00213 -2.92926
H 1.25227 3.47191 -4.00645
H 2.88956 2.73496 -5.94978
H 4.11349 2.50151 -4.83294
H 2.82797 5.14099 -4.91086
H 4.38629 4.51055 -7.01700
H 5.61116 4.57732 -5.78026
H 5.35697 6.77078 -6.77520
H 4.47097 6.99394 -5.28076
H 2.41655 6.98491 -8.58182
H 3.25566 5.43098 -8.56666
H 4.20128 6.89567 -8.77674


16
Properties=species:S:1:pos:R:3 method="wB97M-V/def2-TZVPD" homo_energy_ha=-0.4051 e_above_lowest_ev=1.256 smiles=CC.CC
C -0.57289 -1.54053 0.70161
C -0.31784 -2.41114 -0.53275
H -1.61778 -1.13346 0.69339
H -0.23789 -1.96381 1.64528
H -0.16787 -0.49271 0.58486
H 0.67621 -2.22119 -0.94411
H -0.97324 -2.20281 -1.37463
H -0.62999 -3.43865 -0.53740
C 0.27125 2.53077 0.41828
C 0.62758 1.43201 -0.54153
H 0.60698 3.52465 0.10180
H -0.73696 2.42103 0.77427
H 0.99992 2.47786 1.26370
H 0.74937 1.65642 -1.60930
H -0.08382 0.59064 -0.54363
H 1.49750 0.78125 -0.31929


14
Properties=species:S:1:pos:R:3 method="wB97M-V/def2-TZVPD" homo_energy_ha=-0.3199 e_above_lowest_ev=5.469
C 0.53203 0.10673 1.01416
C -0.75163 0.83657 1.65461
C -1.20112 0.12025 -0.60054
C 0.14505 0.15656 -0.54839
C 0.86570 -0.28591 -1.65986
C 1.31137 -0.78964 -2.75665
H 0.09025 -1.71973 0.48073
H 1.56594 0.59037 1.20919
H -0.60543 1.87297 1.52465
H -1.23756 0.33512 2.51217
H -2.02650 0.14855 -1.38253
H 2.37127 -0.79530 -3.45625
O 0.73043 -1.19102 1.36669
O -1.78981 0.61450 0.64203


103
Properties=species:S:1:pos:R:3 method="wB97M-V/def2-TZVPD" homo_energy_ha=-0.3543 e_above_lowest_ev=0.322 charge=+1
Sn 0.00340 0.08312 0.06448
Cl 2.25833 3.10429 0.88528
C 2.98132 1.84209 -0.07596
C 2.20935 0.77086 -0.52310
C 2.89135 -0.15983 -1.29302
Cl 1.99375 -1.51183 -1.96999
C 4.25213 -0.09425 -1.58946
Cl 5.02694 -1.30135 -2.53731
C 4.99258 0.97768 -1.09508
Cl 6.67328 1.08643 -1.41170
C 4.35137 1.96060 -0.33728
Cl 5.26970 3.27315 0.28876
N 0.17929 -0.32322 2.89468
C 0.60950 1.05180 3.15503
C 0.77696 1.45157 4.61878
C 1.74695 0.59480 5.43156
C 3.23269 0.86718 5.19519
N 3.70263 0.66601 3.81907
C 3.72336 -0.50587 3.19098
N 4.00123 -0.57467 1.89436
N 3.46510 -1.64087 3.84338
C -0.37290 1.99881 2.43788
O -0.89914 2.91531 3.02411
O -0.55175 1.74745 1.16572
H -0.70576 -0.52648 3.34900
H 0.85641 -1.00775 3.20860
H 1.55356 1.18094 2.62100
H -0.20789 1.42413 5.08942
H 1.08151 2.50117 4.65257
H 1.52295 -0.46599 5.28673
H 1.57640 0.78230 6.49377
H 3.84895 0.26310 5.86648
H 3.45651 1.90557 5.43398
H 3.87355 1.48525 3.25554
H 4.03074 0.25303 1.31713
H 3.90833 -1.47122 1.43458
H 3.38438 -1.65826 4.84342
H 3.45059 -2.50686 3.31805
C -4.38296 0.80739 0.56073
C -4.42337 -0.72817 0.60797
C -5.88229 -1.17749 0.54997
C -3.78348 -1.17198 1.92744
P -3.31520 -1.26268 -0.81171
C -4.35614 -0.90278 -2.27903
C -3.98814 0.22619 -3.00934
C -4.70342 0.63690 -4.12571
C -5.80432 -0.09440 -4.54115
C -6.18757 -1.22416 -3.82902
C -5.47672 -1.61893 -2.70618
C -3.06306 -3.13316 -0.78457
C -2.62472 -3.52833 -2.20046
C -4.22012 -4.02903 -0.33873
C -1.87193 -3.39837 0.14980
H -5.00745 1.21249 1.36147
H -4.76491 1.19116 -0.38778
H -3.36621 1.18288 0.70390
H -6.41177 -0.78508 1.42336
H -5.99134 -2.26085 0.55823
H -6.38108 -0.78827 -0.33776
H -4.28034 -0.66383 2.75843
H -2.72075 -0.90899 1.95664
H -3.87819 -2.24574 2.09292
H -3.12619 0.79486 -2.68544
H -4.39514 1.52318 -4.66665
H -6.36575 0.21274 -5.41387
H -7.05090 -1.79559 -4.14513
H -5.81140 -2.48845 -2.15949
H -3.44582 -3.48437 -2.91450
H -2.24084 -4.55297 -2.18604
H -1.82758 -2.87372 -2.56601
H -5.10817 -3.91959 -0.95732
H -4.50197 -3.84615 0.69786
H -3.90430 -5.07476 -0.40981
H -0.97284 -2.88684 -0.19888
H -1.67127 -4.47425 0.17195
H -2.06224 -3.07596 1.17404
C 3.73486 -5.03364 -1.51657
C 2.74673 -5.28756 -0.37011
C 1.29891 -5.21188 -0.87192
C 3.01856 -6.64601 0.29019
C 2.94239 -4.23972 0.64721
N 3.09310 -3.42998 1.44802
H 3.59788 -5.80841 -2.27137
H 4.76580 -5.07464 -1.16503
H 3.56057 -4.06238 -1.97917
H 1.15544 -5.97487 -1.63753
H 1.08100 -4.23714 -1.30758
H 0.59218 -5.39527 -0.06293
H 2.87374 -7.42939 -0.45385
H 2.33389 -6.82697 1.11861
H 4.04182 -6.70789 0.65996
N -0.76771 1.56296 -5.29437
C -0.96954 1.94060 -4.00103
C -0.45756 1.19133 -2.92859
N -0.69076 1.55456 -1.67803
C -1.43255 2.64291 -1.44356
C -1.93509 3.36001 -2.51523
N -1.71127 3.02313 -3.77993
H -0.02771 0.92031 -5.51340
H -1.00606 2.23971 -5.99996
H 0.13002 0.29504 -3.09450
H -1.59114 2.92509 -0.41368
H -2.54220 4.24034 -2.34346


9
Properties=species:S:1:pos:R:3 method="wB97M-V/def2-TZVPD" homo_energy_ha=-0.3816 e_above_lowest_ev=0.000 smiles=S[Si](Cl)(Cl)[Si](Cl)(Cl)Cl
S 2.23261 0.48162 -1.19285
Si 0.94894 -0.54812 0.26769
Cl 0.79297 -2.60041 -0.18502
Cl 1.74356 -0.69898 2.21910
Si -1.19601 0.44422 0.19251
Cl -1.76221 0.91476 -1.70992
Cl -1.52030 2.05405 1.34088
Cl -2.35485 -1.04364 0.83443
H 1.11528 0.99650 -1.76684


66
Properties=species:S:1:pos:R:3 method="wB97M-V/def2-TZVPD" homo_energy_ha=-0.3823 e_above_lowest_ev=3.973 charge=+1
Au -0.09089 -0.12662 -0.13512
C -3.20322 -0.17543 3.04705
P -1.79763 0.24400 1.98180
C -2.25542 1.86950 1.30946
C -0.43842 0.68128 3.16465
C -0.60297 1.66979 4.13023
C 0.45054 1.99519 4.97496
C 1.66782 1.33884 4.85927
C 1.84286 0.35098 3.89972
C 0.79172 0.01522 3.05179
P 0.94217 -1.26141 1.76945
C 2.69827 -1.66439 1.61870
C 0.21499 -2.76472 2.48630
H -3.21034 0.50693 3.89667
H -3.15043 -1.20364 3.38593
H -4.10764 -0.05176 2.45346
H -2.83074 2.41447 2.05839
H -2.87648 1.72104 0.42549
H -1.36739 2.44372 1.04563
H -1.54639 2.19876 4.22597
H 0.32370 2.77115 5.72155
H 2.48849 1.59948 5.51698
H 2.80151 -0.14648 3.81731
H 3.07916 -2.03582 2.56939
H 3.26932 -0.79601 1.29130
H 2.80383 -2.44807 0.86814
H 0.51150 -2.81798 3.53282
H 0.59909 -3.63390 1.95020
H -0.87011 -2.75886 2.39981
F -0.35410 -1.38802 -4.48441
C -1.43356 -1.07722 -3.78012
C -1.94437 -1.93118 -2.89477
N -3.09635 -1.65761 -2.17905
C -3.45169 -2.46655 -1.02558
C -2.93090 -1.92332 0.30230
O -2.81963 -2.68223 1.25228
O -2.62629 -0.63817 0.28999
C -3.80769 -0.47859 -2.37401
O -4.82673 -0.21481 -1.77383
N -3.23840 0.37623 -3.30359
C -2.04381 0.22640 -4.01540
O -1.60507 1.10041 -4.72318
H -1.47077 -2.89030 -2.72212
H -3.06013 -3.47062 -1.14435
H -4.53462 -2.51364 -0.94720
H -3.74492 1.23259 -3.45971
C 0.34985 2.76237 -2.23476
Si 1.31826 1.55806 -1.22204
C 2.19378 2.39302 0.19061
C 2.51489 0.53215 -2.23450
C 3.26610 1.20481 -3.21123
C 4.16526 0.52339 -4.02097
C 4.32910 -0.84787 -3.87528
C 3.60204 -1.53370 -2.91213
C 2.70239 -0.84898 -2.10256
H 1.01786 3.57616 -2.54469
H -0.47653 3.20274 -1.66711
H -0.04970 2.28470 -3.13316
H 3.02729 2.98789 -0.20327
H 2.60454 1.65521 0.88802
H 1.53157 3.06340 0.75200
H 3.14332 2.27872 -3.34313
H 4.73321 1.06241 -4.77031
H 5.01867 -1.38255 -4.52086
H 3.72356 -2.60703 -2.80596
H 2.13670 -1.40356 -1.36323


33
Properties=species:S:1:pos:R:3 method="wB97M-V/def2-TZVPD" homo_energy_ha=-0.1350 charge=-1
C 1.86933 -1.73224 -2.23919
C 1.17137 -1.48472 -1.12894
Sb -1.03074 -1.22519 -1.24177
C -1.36609 -1.47931 0.90850
C -1.12633 -0.27929 1.81724
C 0.33754 0.16661 1.92772
C 0.77949 1.27944 0.99294
O 1.65123 2.17994 1.74326
C 2.21516 3.15083 0.98239
C 3.64543 2.86667 0.63869
O 1.61406 4.12867 0.62915
P -3.59181 -1.04898 -1.68237
N -4.57611 -0.91400 -0.41887
H 1.36925 -1.76283 -3.20398
H 2.94061 -1.90898 -2.22137
H 1.72803 -1.47546 -0.19280
H -1.24069 -2.99171 -1.43733
H -0.85440 -1.03073 -3.00405
H -0.95450 0.53662 -1.06820
H -0.74361 -2.31463 1.24240
H -2.40619 -1.79511 1.00635
H -1.75106 0.56718 1.52386
H -1.45272 -0.55464 2.82509
H 0.51697 0.55532 2.93199
H 0.98065 -0.70584 1.81010
H 1.34838 0.90121 0.14222
H -0.07008 1.84431 0.61853
H 4.13237 3.77532 0.30027
H 3.66467 2.11304 -0.14903
H 4.16221 2.46217 1.50476
H -3.78101 -0.00448 -2.64037
H -3.90981 -2.16851 -2.49553
H -5.27158 -1.65065 -0.42168


Number 1: E_LUMO 3.10 eV. Number 2: E_LUMO 0.41 eV. Number 3: E_LUMO 1.10 eV. Number 4: E_LUMO 0.23 eV. Number 5: E_LUMO -2.03 eV. Number 6: E_LUMO 0.12 eV. Number 7: E_LUMO -5.67 eV. Number 8: E_LUMO 3.00 eV.